Record 1
A molecular structure, C26H61BrCoN4O3PSiTe in a non-equilibrium geometry, computed with ωB97M-V/def2-TZVPD.

Each line ends with the Löwdin charge.
Atoms and positions in Å:
Co -1.286 0.287 0.946  0.351
C -3.060 1.293 -2.083  -0.152
C -1.711 1.939 -1.775  -0.233
N -1.481 2.168 -0.343  -0.112
C -0.252 2.925 -0.079  -0.214
C -0.037 3.048 1.427  -0.175
N 0.073 1.716 2.031  -0.118
C 0.047 1.711 3.501  -0.187
C -1.305 2.069 4.117  -0.153
C -2.428 1.092 3.774  -0.194
N -2.806 1.155 2.357  -0.100
C -4.036 0.408 2.082  -0.183
C -4.295 0.379 0.581  -0.169
N -3.155 -0.242 -0.100  -0.107
C -3.220 -0.137 -1.562  -0.193
H -3.158 1.249 -3.168  0.127
H -3.868 1.926 -1.714  0.108
H -1.655 2.890 -2.321  0.129
H -0.916 1.288 -2.144  0.055
H -2.261 2.720 0.011  0.123
H -0.296 3.926 -0.527  0.136
H 0.580 2.379 -0.528  0.064
H -0.899 3.556 1.863  0.114
H 0.854 3.655 1.626  0.136
H 0.984 1.337 1.768  0.087
H 0.799 2.411 3.888  0.128
H 0.314 0.700 3.821  0.126
H -1.599 3.086 3.843  0.110
H -1.173 2.051 5.199  0.126
H -3.296 1.335 4.403  0.132
H -2.118 0.070 4.000  0.095
H -2.988 2.137 2.145  0.124
H -4.897 0.850 2.603  0.138
H -3.890 -0.609 2.442  0.093
H -4.411 1.402 0.217  0.112
H -5.226 -0.162 0.373  0.137
H -3.181 -1.235 0.141  0.120
H -4.181 -0.524 -1.921  0.129
H -2.428 -0.766 -1.976  0.110
C -5.612 -3.579 2.414  -0.049
C -4.273 -3.644 3.126  -0.284
O -3.385 -2.721 2.498  -0.311
P -1.823 -2.634 2.864  0.170
O -1.321 -1.471 2.085  -0.401
Te -0.720 -4.752 2.415  0.812
O -1.798 -2.239 4.414  -0.271
C -1.517 -3.146 5.476  -0.308
C -0.113 -2.938 6.008  -0.061
H -6.314 -4.250 2.898  0.090
H -5.502 -3.875 1.376  0.084
H -6.014 -2.570 2.452  0.078
H -3.850 -4.654 3.062  0.094
H -4.380 -3.373 4.182  0.126
H -1.635 -4.178 5.123  0.070
H -2.262 -2.945 6.249  0.132
H 0.621 -3.120 5.226  0.067
H 0.071 -3.621 6.832  0.091
H 0.005 -1.920 6.367  0.083
C 4.013 1.204 -0.143  -0.094
C 4.230 0.087 -1.174  -0.614
C 5.619 0.251 -1.812  -0.070
C 4.203 -1.239 -0.404  -0.102
Si 2.909 0.129 -2.626  1.151
Br 0.441 -0.514 -0.421  0.386
C 2.404 -1.481 -3.622  -0.617
C 2.438 -2.736 -2.741  -0.104
C 0.990 -1.368 -4.209  -0.092
C 3.403 -1.681 -4.773  -0.069
C 2.689 1.871 -3.546  -0.592
C 1.289 2.065 -4.139  -0.077
C 3.706 1.938 -4.697  -0.071
C 2.955 3.070 -2.623  -0.089
H 4.671 1.026 0.704  0.096
H 2.988 1.198 0.216  0.039
H 4.250 2.186 -0.534  0.063
H 6.376 0.188 -1.034  0.103
H 5.731 1.211 -2.308  0.073
H 5.820 -0.535 -2.535  0.082
H 4.886 -1.169 0.439  0.095
H 4.534 -2.069 -1.015  0.069
H 3.209 -1.450 -0.024  0.039
H 1.824 -2.613 -1.857  0.032
H 3.449 -2.992 -2.446  0.069
H 2.050 -3.575 -3.312  0.095
H 0.277 -1.070 -3.447  0.044
H 0.692 -2.342 -4.589  0.096
H 0.946 -0.673 -5.040  0.068
H 4.421 -1.787 -4.408  0.083
H 3.379 -0.863 -5.486  0.068
H 3.144 -2.592 -5.306  0.103
H 1.022 1.284 -4.840  0.064
H 1.264 3.009 -4.678  0.101
H 0.541 2.102 -3.356  0.051
H 3.448 1.259 -5.502  0.073
H 4.717 1.713 -4.371  0.077
H 3.706 2.946 -5.105  0.104
H 2.375 3.013 -1.708  0.057
H 2.665 3.982 -3.141  0.098
H 4.008 3.160 -2.379  0.079

Results
E_HOMO (spin up / spin down) in eV: -13.60 / -13.82
Electronic energy in eV: -172175.7530
Total charge: +2
Multiplicity: 5
Energy above the lowest of the compared OMol25 structures with the same formula, charge and spin in kJ/mol: 76.0
LUMO level (spin up / spin down) in eV: -5.59 / -7.56
Kohn-Sham gap (spin up / spin down) in eV: 8.0 / 6.3

Record 2
5 unconnected molecules or ions with the total composition C26H61IO13P in a non-equilibrium geometry, computed with ωB97M-V/def2-TZVPD.

Each line ends with the Löwdin charge.
Atoms and positions in Å:
O 8.213 -1.912 0.788  -0.020
C 8.191 -1.508 -0.355  -0.970
I 9.627 -2.104 -1.774  0.975
C 7.070 -0.592 -0.801  -0.374
P 5.582 -1.591 -0.823  1.128
H 7.219 -0.110 -1.744  0.081
H 6.944 0.144 -0.029  0.102
H 5.943 -2.908 -1.036  0.027
H 4.975 -1.544 0.422  0.022
H 4.730 -1.142 -1.814  0.022
C 1.860 -1.875 3.837  -0.111
O 1.781 -0.478 3.689  -0.191
C 3.035 0.177 3.617  -0.200
C 3.021 1.317 2.630  -0.171
O 2.973 0.929 1.258  -0.151
C 1.754 0.383 0.769  -0.193
C 0.600 1.348 0.646  -0.202
O 0.063 1.676 1.909  -0.201
C -0.376 3.015 2.013  -0.097
H 2.165 -2.159 4.850  0.093
H 0.870 -2.281 3.642  0.091
H 2.565 -2.313 3.118  0.078
H 3.826 -0.532 3.346  0.115
H 3.280 0.591 4.600  0.131
H 3.972 1.842 2.739  0.125
H 2.227 2.025 2.863  0.124
H 1.463 -0.500 1.342  0.118
H 1.991 0.049 -0.247  0.115
H -0.184 0.870 0.042  0.125
H 0.936 2.249 0.121  0.130
H 0.395 3.714 1.671  0.088
H -0.578 3.208 3.063  0.092
H -1.293 3.182 1.437  0.092
C 8.685 2.544 7.882  -0.105
O 8.453 1.297 7.260  -0.193
C 7.115 0.848 7.337  -0.204
C 6.678 0.174 6.061  -0.180
O 6.474 1.048 4.960  -0.136
C 7.590 1.618 4.310  -0.186
C 8.384 0.656 3.462  -0.214
O 9.176 -0.223 4.229  -0.177
C 9.257 -1.528 3.701  -0.112
H 8.687 2.454 8.973  0.091
H 9.663 2.891 7.557  0.089
H 7.933 3.283 7.584  0.088
H 6.439 1.681 7.555  0.126
H 7.031 0.116 8.151  0.131
H 5.693 -0.259 6.253  0.124
H 7.352 -0.646 5.803  0.121
H 8.239 2.154 5.003  0.124
H 7.158 2.355 3.628  0.126
H 9.047 1.245 2.810  0.130
H 7.687 0.089 2.828  0.107
H 8.263 -1.929 3.480  0.078
H 9.725 -2.160 4.451  0.095
H 9.867 -1.549 2.794  0.079
C -4.504 2.722 -3.600  -0.108
O -4.729 2.232 -2.296  -0.193
C -6.023 1.681 -2.111  -0.195
C -6.003 0.444 -1.246  -0.175
O -5.453 -0.710 -1.861  -0.135
C -4.057 -0.789 -2.070  -0.189
C -3.230 -0.980 -0.821  -0.205
O -3.142 0.205 -0.053  -0.203
C -3.139 -0.013 1.341  -0.107
H -5.029 3.667 -3.771  0.090
H -3.433 2.892 -3.702  0.085
H -4.818 1.997 -4.359  0.085
H -6.476 1.436 -3.077  0.113
H -6.657 2.428 -1.616  0.131
H -7.047 0.181 -1.059  0.131
H -5.540 0.643 -0.277  0.120
H -3.687 0.055 -2.656  0.122
H -3.925 -1.690 -2.675  0.126
H -2.216 -1.279 -1.128  0.122
H -3.661 -1.793 -0.227  0.127
H -3.951 -0.682 1.646  0.090
H -3.287 0.951 1.822  0.089
H -2.180 -0.427 1.676  0.084
C -10.884 -1.930 -4.744  -0.114
O -10.028 -1.726 -5.844  -0.192
C -9.925 -0.377 -6.259  -0.204
C -8.518 -0.013 -6.665  -0.185
O -7.597 0.107 -5.596  -0.129
C -7.122 -1.059 -4.943  -0.176
C -6.166 -1.900 -5.752  -0.202
O -6.822 -2.630 -6.772  -0.190
C -6.076 -2.755 -7.959  -0.117
H -11.938 -1.847 -5.031  0.089
H -10.700 -2.936 -4.371  0.088
H -10.675 -1.216 -3.939  0.086
H -10.254 0.297 -5.462  0.124
H -10.579 -0.225 -7.129  0.129
H -8.568 0.990 -7.096  0.128
H -8.150 -0.686 -7.441  0.121
H -7.940 -1.666 -4.551  0.127
H -6.562 -0.683 -4.085  0.101
H -5.682 -2.612 -5.069  0.127
H -5.393 -1.251 -6.180  0.124
H -5.689 -1.785 -8.291  0.086
H -6.745 -3.142 -8.725  0.089
H -5.238 -3.453 -7.839  0.087

Results
E_HOMO in eV: -10.09
Electronic energy in eV: -71942.7346
Total charge: +1
LUMO level in eV: -3.99
Kohn-Sham gap in eV: 6.1

Record 3
10 unconnected molecules or ions with the total composition C26H62ClN3O10P2 in a non-equilibrium geometry, computed with ωB97M-V/def2-TZVPD.

Each line ends with the Löwdin charge.
Atoms and positions in Å:
N 9.529 -0.322 -3.221  -0.355
P 8.717 0.610 -4.271  0.686
C 6.853 0.337 -4.033  -0.314
C 6.153 -0.934 -4.643  -0.047
C 4.631 -1.085 -4.396  0.017
C 3.791 -0.029 -3.566  -0.159
N 2.392 -0.308 -3.392  0.071
C 1.728 0.697 -2.619  -0.388
P -0.147 0.508 -2.241  0.635
O -0.751 -0.481 -3.523  -0.385
Cl -0.376 -0.576 -0.400  0.153
C 2.456 1.964 -2.082  -0.084
N 3.839 2.287 -2.234  0.080
C 4.474 1.231 -2.976  -0.158
C 6.035 1.381 -3.228  0.000
H 10.088 0.273 -2.586  -0.053
H 8.996 1.996 -3.961  0.006
H 9.039 0.290 -5.637  -0.004
H 6.784 -1.678 -5.258  0.105
H 4.097 -2.015 -4.857  0.096
H -0.346 -0.156 -4.367  0.055
H 1.813 2.723 -1.491  0.113
H 6.574 2.317 -2.819  0.103
C -2.597 0.877 3.293  -0.084
C -2.780 1.501 1.924  -0.339
O -1.629 2.265 1.579  -0.105
H -2.432 1.651 4.049  0.076
H -3.475 0.291 3.575  0.072
H -1.719 0.225 3.307  0.072
H -3.645 2.168 1.921  0.113
H -2.934 0.733 1.161  0.081
H -0.872 1.664 1.576  0.052
C -4.025 -3.950 1.749  -0.088
C -3.567 -2.786 2.603  -0.324
O -2.185 -2.528 2.381  -0.104
H -3.445 -4.848 1.979  0.078
H -5.085 -4.162 1.915  0.060
H -3.871 -3.735 0.687  0.074
H -3.702 -3.013 3.663  0.112
H -4.136 -1.881 2.369  0.104
H -2.074 -2.319 1.442  0.049
C 3.393 -5.999 -3.328  -0.094
C 3.114 -4.591 -3.817  -0.330
O 3.574 -4.436 -5.155  -0.104
H 4.463 -6.216 -3.374  0.078
H 3.050 -6.130 -2.299  0.076
H 2.890 -6.735 -3.963  0.072
H 3.635 -3.861 -3.194  0.105
H 2.043 -4.371 -3.785  0.112
H 3.101 -5.080 -5.700  0.085
C 4.326 2.423 2.256  -0.087
C 4.044 3.829 1.766  -0.325
O 4.501 3.984 0.427  -0.098
H 5.397 2.208 2.209  0.080
H 3.985 2.292 3.286  0.076
H 3.825 1.685 1.623  0.072
H 4.564 4.562 2.388  0.116
H 2.971 4.046 1.800  0.102
H 4.030 3.338 -0.118  0.037
C -7.345 -6.246 3.855  -0.086
C -6.615 -5.158 4.616  -0.324
O -6.858 -3.890 4.017  -0.100
H -7.021 -6.268 2.811  0.076
H -7.162 -7.225 4.303  0.044
H -8.424 -6.057 3.850  0.075
H -5.537 -5.338 4.600  0.109
H -6.944 -5.122 5.659  0.108
H -7.811 -3.733 4.042  0.082
C -5.131 3.188 -2.085  -0.094
C -5.340 2.165 -0.987  -0.320
O -4.165 1.384 -0.811  -0.109
H -4.878 2.693 -3.027  0.076
H -6.029 3.791 -2.234  0.073
H -4.297 3.853 -1.841  0.074
H -6.159 1.489 -1.245  0.113
H -5.583 2.654 -0.038  0.106
H -3.447 1.988 -0.574  0.064
C -4.501 -9.907 6.394  -0.095
C -5.717 -9.024 6.590  -0.316
O -6.504 -9.003 5.405  -0.103
H -3.894 -9.545 5.560  0.078
H -3.884 -9.928 7.296  0.075
H -4.801 -10.931 6.150  0.072
H -5.413 -7.999 6.812  0.113
H -6.335 -9.388 7.416  0.109
H -6.777 -9.912 5.219  0.090
C 1.502 7.558 0.958  -0.082
C 1.019 6.442 0.054  -0.320
O 2.113 5.888 -0.667  -0.097
H 1.988 8.343 0.373  0.073
H 0.670 7.997 1.515  0.077
H 2.244 7.185 1.670  0.072
H 0.294 6.822 -0.670  0.108
H 0.541 5.646 0.635  0.109
H 2.747 5.545 -0.019  0.050
C 3.581 8.487 -3.436  -0.093
C 2.199 9.106 -3.487  -0.325
O 1.211 8.122 -3.211  -0.088
H 3.664 7.674 -4.162  0.077
H 4.351 9.233 -3.652  0.071
H 3.776 8.056 -2.450  0.069
H 1.999 9.517 -4.479  0.110
H 2.105 9.914 -2.754  0.106
H 1.389 7.770 -2.327  0.047

Results
E_HOMO in eV: -8.51
Electronic energy in eV: -84004.5788
LUMO level in eV: -1.68
Kohn-Sham gap in eV: 6.8

Record 4
6 unconnected molecules or ions with the total composition C26H62N2O10 in a non-equilibrium geometry, computed with ωB97M-V/def2-TZVPD.

Each line ends with the Löwdin charge.
Atoms and positions in Å:
C 6.644 -16.165 13.809  -0.033
C 7.291 -15.189 12.828  -0.488
C 8.853 -15.240 12.888  -0.021
C 6.898 -15.668 11.396  -0.110
C 6.843 -14.591 10.274  -0.157
C 6.286 -13.252 10.743  -0.155
C 6.686 -12.798 12.135  -0.501
C 8.102 -12.192 11.884  -0.025
C 5.769 -11.665 12.550  -0.034
N 6.728 -13.864 13.112  -0.104
O 6.942 -13.442 14.428  -0.017
H 5.584 -16.130 13.527  0.081
H 7.086 -17.152 13.694  0.089
H 6.490 -15.877 14.850  0.079
H 9.324 -14.882 11.978  0.069
H 9.143 -14.659 13.773  0.072
H 9.237 -16.225 13.158  0.082
H 7.662 -16.348 11.016  0.113
H 5.988 -16.258 11.504  0.104
H 7.859 -14.437 9.900  0.100
H 6.313 -14.982 9.406  0.111
H 5.191 -13.282 10.629  0.116
H 6.480 -12.488 9.986  0.124
H 8.571 -12.071 12.879  0.073
H 8.186 -11.181 11.488  0.085
H 8.830 -12.884 11.464  0.066
H 4.724 -11.948 12.681  0.069
H 5.852 -10.745 11.969  0.090
H 6.097 -11.324 13.540  0.058
H 7.906 -13.341 14.510  0.080
C 9.231 -8.205 16.102  -0.037
C 7.986 -8.892 15.614  -0.516
C 7.923 -8.737 14.085  -0.024
C 8.103 -10.375 15.982  -0.143
C 7.948 -10.642 17.473  -0.179
C 6.726 -9.882 18.091  -0.109
C 6.557 -8.405 17.655  -0.498
C 5.075 -8.075 17.942  -0.050
C 7.316 -7.418 18.552  -0.037
N 6.723 -8.409 16.203  -0.091
O 6.265 -7.204 15.621  -0.014
H 9.428 -8.383 17.162  0.064
H 10.104 -8.393 15.481  0.090
H 9.086 -7.116 16.127  0.096
H 8.850 -9.090 13.627  0.086
H 7.104 -9.350 13.712  0.061
H 7.909 -7.681 13.822  0.084
H 7.297 -10.952 15.518  0.099
H 9.068 -10.865 15.813  0.126
H 7.832 -11.711 17.668  0.108
H 8.808 -10.401 18.107  0.103
H 6.909 -9.942 19.165  0.118
H 5.862 -10.477 17.796  0.105
H 4.745 -8.370 18.939  0.090
H 4.418 -8.609 17.249  0.067
H 4.831 -7.020 17.810  0.082
H 6.841 -7.427 19.532  0.083
H 7.370 -6.381 18.219  0.088
H 8.366 -7.691 18.700  0.066
H 5.589 -7.504 15.007  0.097
O 2.678 -10.356 16.305  -0.072
C 3.127 -11.675 16.480  -0.202
C 2.288 -12.620 15.586  -0.199
O 2.651 -12.477 14.207  -0.101
H 2.851 -10.010 15.421  0.079
H 4.139 -11.810 16.074  0.122
H 3.108 -12.099 17.481  0.131
H 1.212 -12.528 15.757  0.126
H 2.470 -13.682 15.775  0.124
H 2.842 -11.541 14.076  0.038
O -1.199 -6.517 18.112  -0.080
C -0.880 -7.849 18.488  -0.253
C -0.139 -8.518 17.306  -0.278
O 0.522 -9.621 17.827  -0.063
H -1.604 -6.039 18.838  0.079
H -0.214 -7.788 19.358  0.114
H -1.732 -8.458 18.811  0.116
H 0.518 -7.781 16.827  0.119
H -0.964 -8.579 16.573  0.117
H 1.264 -9.872 17.241  0.043
O 2.883 -8.558 10.263  -0.059
C 1.740 -9.058 10.949  -0.246
C 1.997 -10.074 12.027  -0.214
O 2.669 -9.541 13.181  -0.083
H 3.285 -7.814 10.724  0.084
H 1.073 -8.243 11.249  0.127
H 1.249 -9.552 10.102  0.127
H 2.690 -10.788 11.557  0.117
H 1.169 -10.680 12.382  0.130
H 3.499 -9.128 12.921  0.087
O 0.866 -14.363 13.326  -0.097
C 0.434 -14.866 12.067  -0.223
C 1.289 -16.064 11.591  -0.246
O 2.668 -15.804 11.491  -0.066
H 1.673 -13.834 13.281  0.032
H -0.607 -15.176 12.147  0.118
H 0.548 -13.949 11.470  0.120
H 0.889 -16.253 10.591  0.115
H 1.112 -16.914 12.255  0.117
H 2.920 -15.093 12.091  0.070

Results
E_HOMO in eV: -8.46
Electronic energy in eV: -51416.6365
Energy above the lowest of the compared OMol25 structures with the same formula, charge and spin in kJ/mol: 181.3
LUMO level in eV: -0.04
Kohn-Sham gap in eV: 8.4